{
  "formula": "C41H90F6N6O10P2",
  "method": "ωB97M-V/def2-TZVPD",
  "spin_multiplicity": 2,
  "gap_ha": [0.19239, 0.11883],
  "total_charge": 5,
  "max_force_ev_per_a": 6.5,
  "symbols": ["C", "C", "C", "O", "C", "C", "C", "O", "O", "O", "H", "H", "C", "C", "C", "C", "P", "C", "C", "C", "C", "C", "C", "C", "C", "C", "C", "C", "C", "H", "H", "H", "H", "H", "H", "H", "H", "H", "H", "H", "H", "H", "H", "H", "H", "H", "H", "H", "H", "H", "H", "H", "H", "H", "H", "H", "H", "H", "H", "H", "H", "H", "H", "H", "H", "C", "C", "C", "O", "C", "N", "H", "H", "H", "H", "H", "H", "H", "H", "H", "H", "H", "H", "C", "C", "O", "N", "H", "H", "C", "H", "H", "H", "H", "H", "H", "C", "C", "O", "N", "H", "H", "C", "H", "H", "H", "H", "H", "H", "C", "C", "O", "N", "H", "H", "C", "H", "H", "H", "H", "H", "H", "C", "C", "O", "N", "H", "H", "C", "H", "H", "H", "H", "H", "H", "C", "C", "O", "N", "H", "H", "C", "H", "H", "H", "H", "H", "H", "P", "F", "F", "F", "F", "F", "F"],
  "positions_angstrom": [[-1.27126, 0.88750, 1.67636], [-2.55031, 0.72341, 1.24110], [-3.11510, -0.51837, 0.65008], [-4.33451, -0.74555, 0.28612], [-2.25870, -1.55808, 0.45910], [-0.94803, -1.61750, 0.89954], [-0.43866, -0.30456, 1.64265], [0.63233, -0.39325, 2.21179], [-0.12222, -2.49798, 0.62657], [-3.31751, 1.75958, 1.40201], [-0.90087, 1.88726, 1.84874], [-2.73468, -2.40632, -0.01030], [5.65955, 7.49513, 1.96203], [5.96337, 6.91230, 0.53350], [4.94231, 5.98144, -0.13482], [5.49135, 5.44522, -1.45143], [4.54758, 4.27494, -2.43934], [4.65738, 2.54243, -1.77458], [4.11553, 2.49898, -0.36204], [3.97216, 1.03582, 0.20816], [2.66025, 0.42232, -0.29667], [2.89971, 5.00809, -2.65389], [2.04317, 4.41598, -3.84565], [1.99271, 2.87779, -4.01612], [1.19307, 2.13973, -2.99950], [5.34934, 4.28008, -4.13784], [6.66209, 3.49710, -4.38161], [7.64197, 3.91918, -5.58613], [8.41462, 2.77424, -6.19990], [6.46824, 8.12275, 2.33647], [5.30053, 6.73689, 2.65793], [4.77458, 8.10597, 1.78370], [6.96980, 6.49373, 0.53417], [5.99475, 7.71573, -0.20245], [3.94395, 6.41772, -0.16687], [4.86391, 5.19966, 0.62068], [6.45846, 4.95726, -1.33019], [5.59021, 6.29334, -2.12893], [5.70017, 2.22575, -1.79519], [4.17366, 1.85315, -2.46668], [3.12890, 2.96211, -0.37557], [4.67158, 3.04993, 0.39648], [4.03477, 1.16352, 1.28885], [4.74098, 0.32116, -0.08555], [2.41303, -0.60549, -0.03095], [2.66851, 0.50767, -1.38329], [1.82936, 1.10138, -0.10535], [3.05475, 6.05878, -2.89903], [2.29052, 4.83284, -1.76717], [2.20030, 4.95812, -4.77813], [1.07092, 4.85504, -3.62191], [3.03028, 2.58653, -4.17957], [1.58093, 2.71142, -5.01155], [1.49538, 2.37081, -1.97807], [1.08624, 1.09215, -3.28103], [0.15660, 2.46092, -2.89617], [5.31024, 5.36157, -4.26794], [4.52912, 3.99084, -4.79489], [6.36555, 2.44991, -4.44121], [7.22737, 3.53193, -3.45029], [8.35626, 4.70859, -5.35218], [6.91260, 4.21405, -6.34058], [7.74787, 2.03199, -6.63877], [9.04977, 2.27968, -5.46499], [8.94024, 3.05627, -7.11220], [-5.62768, -5.04328, 3.59792], [-4.28363, -4.98947, 2.87063], [-4.01396, -6.26064, 2.11333], [-2.51639, -6.23981, 2.12144], [-1.88034, -7.48208, 1.91466], [-4.43889, -3.73929, 1.93157], [-3.62608, -3.36747, 1.46127], [-5.07577, -4.01505, 1.19779], [-4.77915, -2.91263, 2.40164], [-6.50517, -5.22784, 2.97821], [-5.64664, -4.09724, 4.13899], [-5.66015, -5.83219, 4.34936], [-3.43829, -4.73118, 3.50844], [-4.62317, -6.18088, 1.21300], [-4.38442, -7.22638, 2.45713], [-2.29394, -8.18650, 2.63634], [-0.80004, -7.40747, 2.03907], [-2.03477, -7.85918, 0.90369], [3.25954, -2.08985, 3.40790], [2.17315, -3.01219, 3.95256], [2.33031, -3.72198, 4.97111], [0.79083, -2.97089, 3.30993], [0.36896, -2.21359, 3.82821], [0.86678, -2.68092, 2.34543], [0.00191, -4.31607, 3.54541], [3.98503, -1.77510, 4.15804], [2.95389, -1.09164, 3.09448], [3.78714, -2.63736, 2.62691], [-0.14933, -4.18950, 4.61742], [0.64445, -5.19545, 3.50128], [-0.94083, -4.28371, 2.99924], [1.08278, -2.77556, -3.66213], [0.60085, -4.09642, -3.18847], [0.84308, -5.18831, -3.72852], [-0.40462, -3.92717, -1.97716], [-0.05627, -3.08285, -1.54604], [-1.35731, -3.71540, -2.23725], [-0.36025, -5.20987, -1.11677], [1.21634, -2.83920, -4.74204], [2.02550, -2.51038, -3.18351], [0.44437, -1.90336, -3.52149], [-1.06835, -5.83720, -1.65821], [-0.80752, -4.93995, -0.16011], [0.54229, -5.76207, -0.85485], [-7.07041, -2.12129, -1.52751], [-6.42430, -1.71959, -2.83043], [-6.95630, -1.84644, -3.92402], [-4.93064, -1.54682, -2.73216], [-4.62294, -1.56643, -1.77037], [-4.51500, -2.24642, -3.33040], [-4.34395, -0.21173, -3.25935], [-6.48224, -1.84086, -0.65371], [-7.03564, -3.20823, -1.60132], [-8.10748, -1.80332, -1.42040], [-4.94577, 0.55630, -2.77349], [-4.52479, -0.07212, -4.32514], [-3.28380, -0.21260, -3.00602], [2.65252, 1.75878, 3.70735], [1.65321, 1.47125, 4.74831], [1.90222, 1.41568, 5.95982], [0.18369, 1.46659, 4.29166], [0.19330, 1.04489, 3.37397], [-0.33149, 0.74146, 4.77007], [-0.56795, 2.78608, 4.38897], [2.83200, 2.83209, 3.76978], [2.27115, 1.42737, 2.74152], [3.60459, 1.32172, 4.00840], [-0.63277, 3.16951, 3.37068], [-0.07464, 3.41814, 5.12735], [-1.53014, 2.60081, 4.86642], [-5.79942, 3.19899, 3.99546], [-6.58925, 1.96717, 3.59580], [-7.61121, 1.64689, 4.21142], [-6.03219, 1.00531, 2.55639], [-5.10487, 1.21053, 2.21278], [-6.11707, 0.16903, 3.11632], [-6.82668, 1.03048, 1.29292], [-6.14422, 3.99346, 3.33360], [-4.76918, 2.98793, 3.70883], [-5.83312, 3.20615, 5.08491], [-6.39226, 1.76055, 0.61000], [-7.85492, 1.28975, 1.54514], [-6.74670, 0.03713, 0.85138], [-4.26275, -5.01198, -1.86311], [-5.54306, -6.06828, -1.58652], [-3.61480, -6.20943, -2.65715], [-4.94738, -4.41360, -3.26333], [-2.86328, -4.31614, -2.36825], [-4.69863, -3.71418, -0.96332], [-3.28260, -5.53058, -0.62858]]
}